No. 1
DFT (ωB97M-V with the def2-TZVPD basis set) results for 7 unconnected molecules or ions with the total composition C22H46N2O14.

The geometry in XYZ format:
```
84
Properties=species:S:1:pos:R:3:forces:R:3
H 1.29962 -12.24157 6.10736 -0.016 -0.489 0.179
N 2.64290 -15.84825 13.15576 -0.373 -0.608 -0.201
H -3.65591 -15.43703 12.82660 0.302 -0.158 -0.674
C 5.38676 -22.48552 9.29845 -0.033 -0.423 -0.045
C 2.15559 -19.22078 9.34967 0.244 -0.759 -0.862
C 4.82988 -11.93182 8.09176 0.646 1.057 -1.066
C -3.60562 -14.37192 12.60736 -0.284 0.411 1.244
H -5.52722 -13.65522 3.36891 -0.002 -0.252 -0.131
C -4.49005 -12.97129 9.33584 0.063 -0.357 -0.833
C -5.80534 -15.38508 4.71208 0.628 -0.153 -1.862
C -4.18909 -12.96757 10.80222 -0.481 1.157 -0.420
O -0.86261 -14.88979 9.55957 -0.139 0.026 -0.248
C 1.48233 -15.32858 9.39416 0.365 -0.076 0.426
C -7.96672 -14.89692 5.56675 -0.820 0.714 0.228
H 2.98855 -13.87536 12.64157 0.023 0.161 0.315
O 2.92539 -20.31444 11.30992 0.316 -0.404 0.784
H 6.85540 -11.86219 7.34442 -0.037 -0.115 -0.024
H -1.72399 -8.52078 4.93971 0.045 -0.230 0.135
H -9.88767 -14.04338 5.04682 0.235 0.153 0.238
H -5.03338 -13.88752 9.09914 -0.242 0.171 -0.034
H -5.51707 -16.10344 3.93720 -0.009 0.078 -0.008
O 4.31374 -11.14812 7.11782 0.431 0.219 0.269
H 0.12717 -13.98836 5.15552 -0.250 0.676 -0.101
C 0.14365 -14.85232 8.89381 0.162 -0.297 1.375
C 2.81279 -20.34030 10.12304 -0.888 1.213 -0.176
H -9.95806 -15.44012 6.12888 0.143 0.260 0.163
O 0.22736 -14.34625 7.67684 0.017 -0.362 -1.142
H 2.02175 -15.88972 8.63440 0.117 0.250 -0.100
H 1.08507 -19.39394 9.23675 -0.035 -0.022 0.317
H 1.99865 -14.18322 14.13970 -0.175 0.340 -0.123
H 1.40824 -15.95440 10.28358 -0.543 -0.116 -0.145
H 2.76008 -10.26929 6.24403 -0.087 0.401 0.548
H 2.75259 -12.36690 5.12666 -0.046 0.817 -0.041
C -1.00672 -14.04498 7.00170 -0.711 0.630 0.329
H 4.10419 -22.12746 10.97765 0.174 0.367 -0.198
H 1.30488 -14.37045 12.46208 -0.235 -0.192 0.298
H 6.64817 -12.21065 9.09867 0.221 -0.125 -0.198
H 2.79828 -13.26001 6.51209 -0.758 0.039 0.757
O -4.39050 -12.00195 11.50188 0.245 -0.333 0.311
H -1.60455 -8.47320 3.14646 -0.050 -0.131 -0.034
C 6.30358 -11.62255 8.25003 -0.110 -0.340 0.651
O 4.21024 -12.74795 8.69829 -0.560 -0.468 0.628
C -5.20701 -14.02906 4.33668 -0.054 -0.287 1.267
H -3.62175 -13.00823 8.67276 0.331 -0.037 0.471
C 4.00068 -22.35070 9.91002 0.777 -0.053 1.293
H -2.42568 -12.65744 13.16180 -0.178 -0.029 0.239
O 3.82126 -16.08484 13.01479 0.243 0.250 -0.025
H -9.68966 -15.65543 4.43098 0.413 -0.007 -0.083
O -7.54280 -14.36611 6.56104 0.398 -0.256 0.001
C 2.17988 -14.43718 13.10002 0.600 0.016 -0.346
O -1.49126 -10.99154 4.81498 0.191 0.333 0.314
H -4.12300 -14.14144 4.38381 0.035 0.189 -0.228
H -0.11235 -8.46750 4.09058 -0.265 0.468 0.150
H -4.48919 -13.97720 13.11839 0.125 0.292 -0.012
H -2.12470 -14.08620 14.18246 -0.038 -0.086 0.016
H 2.41629 -10.94846 7.89629 -0.150 -0.069 -0.061
C -9.43803 -15.00989 5.27228 -0.709 -0.547 -0.227
H -5.04004 -12.08292 9.03937 -0.212 -0.076 0.263
H -0.88425 -15.32506 5.31296 -0.216 -0.011 0.097
N -0.95950 -10.27928 3.98457 -1.135 -0.974 -0.519
H -1.26595 -13.02474 7.29505 -0.019 0.080 -0.280
O -0.36135 -10.70831 3.01688 0.247 0.418 0.220
C -1.14873 -8.81002 4.07182 0.975 0.103 -0.229
C 2.89884 -11.10258 6.93346 0.153 -0.682 -1.161
H 2.55920 -19.29440 8.33797 -0.009 0.506 -0.009
C -2.33568 -13.74507 13.17211 -0.002 0.513 -0.694
H 5.62097 -23.54138 9.45218 0.582 0.150 -0.006
H 5.48689 -22.29287 8.23047 -0.537 -0.034 -0.068
H -5.49668 -13.30783 5.10231 0.076 0.130 -0.082
H -1.80985 -14.67829 7.37890 0.142 -0.054 0.220
H 6.12829 -21.84602 9.77490 -0.056 -0.077 0.199
H 3.52026 -23.32742 10.00254 -0.653 0.231 -1.051
H -5.39582 -15.83503 5.61512 -0.600 0.509 0.526
O 3.23120 -21.31377 9.30701 0.095 -0.727 -0.230
H 2.33986 -18.26313 9.81921 0.031 0.007 0.056
O -7.23244 -15.38104 4.57442 0.295 -0.523 0.220
O -3.77332 -14.14964 11.21382 0.399 -1.061 -0.001
H -1.67426 -13.82261 4.92013 0.101 0.436 0.121
H -1.48137 -13.93656 12.51898 -0.025 -0.440 0.080
C 2.38488 -12.31350 6.15820 0.591 -0.305 -0.300
H 2.07811 -14.47998 9.73983 0.103 0.143 -0.517
H 6.49936 -10.57830 8.48758 -0.302 0.097 -0.158
O 1.79202 -16.69071 13.35725 -0.114 0.064 0.039
C -0.87099 -14.24614 5.51236 0.881 -1.330 -0.035
```
Forces are in eV/Å.

HOMO-LUMO gap in eV: 9.80
ΔE to the lowest compared entry with this formula, charge and spin in kJ/mol: 447.5
SMILES: C[N+](=O)[O-].C[N+](=O)[O-].CCOC(C)=O.CCOC(C)=O.CCOC(C)=O.CCOC(C)=O.CCOC(C)=O
HOMO energy in eV: -9.90

No. 2
DFT (ωB97M-V with the def2-TZVPD basis set) results for 8 unconnected molecules or ions with the total composition C22H46NO21.

The geometry in XYZ format:
```
90
Properties=species:S:1:pos:R:3:forces:R:3
H 11.41752 -3.58784 -4.75467 0.029 0.302 0.025
O 13.05372 -10.29060 0.22721 0.360 0.472 -0.543
H 15.00247 -11.06149 2.55542 -0.120 -0.785 -0.123
H 11.19224 -10.22393 1.04856 -0.149 0.177 0.057
O 12.68824 -7.14907 -5.32571 -0.644 -0.133 -0.555
H 14.24129 -5.43025 -8.75755 -0.444 -0.102 0.045
H 17.20457 -17.63132 -2.39237 0.617 0.403 0.646
H 13.57416 -7.31721 -3.39722 0.119 0.493 -0.423
H 11.89182 -8.66124 0.59574 0.444 0.188 0.365
H 14.57216 -8.18646 -0.33856 -0.328 -0.149 -0.048
H 19.13291 -7.38628 -8.22522 0.545 -0.535 0.234
H 15.69317 -0.44167 -1.91194 -0.289 -0.371 0.100
H 12.98550 -4.14589 -5.38524 -0.027 -0.183 0.174
H 16.47212 -10.77135 3.49415 -0.416 -0.056 0.246
H 16.66145 -7.11894 -1.00775 0.394 0.121 1.197
C 14.13339 -3.92137 -3.04038 0.595 0.200 -0.959
O 12.66003 -12.31359 1.13575 -0.125 -0.489 0.315
H 13.69225 -14.06091 -0.93009 -0.809 0.773 0.237
H 13.02836 -5.09515 -0.68536 -0.319 0.099 0.654
O 18.03331 -9.13163 -8.03944 0.452 -0.745 -1.042
C 14.57314 -6.26215 -8.13260 0.720 1.044 0.007
H 16.20837 -1.78848 -3.01178 -0.251 -0.343 0.360
H 17.49717 -5.48435 0.83817 -0.509 0.295 -0.307
C 16.04621 -11.33454 2.66423 1.853 1.102 0.069
C 16.41303 -9.97875 -5.08916 0.593 -0.616 0.702
H 19.13707 -8.35977 -9.69870 -0.258 -0.854 0.165
O 17.60097 -3.51137 0.09727 -1.040 0.648 0.865
H 19.62326 -12.05273 -1.50012 -0.291 0.101 0.215
H 16.68205 -11.01151 1.84070 -0.589 -0.288 -0.528
H 12.21647 -8.31930 -3.72995 -0.160 0.010 -0.165
C 14.44865 -13.27265 -0.89935 1.317 -2.004 1.893
H 18.02506 -9.37339 -0.55060 -0.041 -0.140 -0.597
O 17.25774 -10.00673 -6.25329 -0.562 0.084 -0.880
H 17.24630 -0.48120 -2.60806 0.661 -0.313 0.519
C 12.61420 -7.31965 -3.90971 0.375 -0.605 0.218
O 16.33076 -13.02634 4.17006 0.026 -0.433 -0.038
C 16.48484 -1.13985 -2.18160 -0.241 0.627 -0.867
C 17.63841 -14.35560 -2.59369 -0.605 0.404 -0.788
H 18.57905 -5.27379 -0.56394 -0.612 0.187 -0.391
H 15.82444 -16.59317 -2.47934 0.017 0.526 0.143
O 12.84288 -3.76668 -3.33917 -1.130 -0.284 0.801
H 14.33648 -8.63016 -2.08153 0.054 -0.312 0.183
H 16.75168 -8.97593 0.53219 -0.276 -0.050 0.121
C 14.86439 -7.98565 -1.37471 0.586 -0.232 0.129
C 12.49488 -3.47209 -4.68099 0.849 -0.131 -0.398
O 14.13040 -11.94879 -0.57406 -0.975 1.226 -1.035
O 16.92826 -13.95217 -3.48738 0.295 -0.222 0.392
O 17.67994 -3.57719 -2.14641 -0.485 0.591 0.591
C 17.35395 -3.03012 -1.11738 1.937 -2.187 -1.619
H 19.16247 -12.17120 -3.17853 -0.238 -0.008 -0.077
H 17.04013 -16.60485 -3.76455 -0.259 0.115 -0.066
H 15.02571 -13.44577 -1.80643 -0.092 1.242 -0.236
O 17.65754 -15.59556 -2.10743 0.364 -0.914 1.130
H 12.43736 -3.42763 -0.91370 0.166 0.015 -0.666
H 15.65956 -10.76188 -5.18669 -0.095 0.128 -0.369
H 12.48203 -9.67897 2.07729 -0.118 0.830 0.077
H 16.35622 -10.13725 -0.73784 0.390 -0.339 -0.061
H 17.91042 -11.69368 -2.00016 0.117 0.069 0.096
H 19.01444 -4.63268 0.96179 -0.110 0.106 0.159
H 15.99254 -8.99754 -4.88238 0.284 0.012 0.091
C 18.14769 -4.78927 0.31144 1.684 -0.675 0.154
C 13.22201 -11.60380 0.35032 0.298 0.105 -0.794
O 16.79874 -13.48791 2.11496 -0.091 0.025 -0.118
C 12.10247 -9.61874 1.05795 -0.246 -1.891 -0.058
H 14.86765 -7.06330 -8.80845 -0.047 -0.301 0.340
O 15.00856 -3.90456 -3.86322 -0.316 0.172 0.655
O 17.30736 -7.75776 -6.37054 0.000 0.443 -0.721
C 17.48804 -8.83795 -6.84514 0.303 -0.429 0.814
H 17.08518 -10.30172 -4.29575 -0.366 0.506 0.395
O 14.84420 -6.45333 -5.42777 -0.466 -0.294 -0.005
C 13.80363 -6.74808 -5.94332 1.069 0.736 0.977
C 16.89563 -16.62804 -2.68198 -0.553 -0.229 -1.588
C 16.43179 -8.11244 -1.43852 0.957 1.543 -1.184
C 13.31745 -4.04558 -0.73302 -0.314 -0.586 -0.379
C 16.94415 -9.24050 -0.52006 -0.737 0.437 0.720
O 18.53400 -13.68163 -1.90861 0.405 -0.408 0.606
N 16.41165 -12.74748 2.98776 -0.712 0.433 0.397
H 15.42171 -5.86072 -7.57716 0.143 -0.469 0.081
C 18.54850 -8.09139 -8.82824 -0.296 2.648 1.025
C 18.79677 -12.30517 -2.15914 0.070 0.234 -0.697
H 15.10779 -13.54161 -0.06485 0.140 -0.686 -0.276
H 13.73498 -3.66334 0.19539 0.437 -0.361 -0.079
O 13.53664 -6.63646 -7.24923 -1.009 -0.527 -0.580
O 14.34180 -4.05647 -1.73376 0.526 0.721 0.271
H 12.88503 -2.48038 -4.91439 -0.461 0.153 -0.115
H 17.77737 -7.36105 -9.09900 -0.461 -0.558 -0.524
H 14.60563 -6.94534 -1.58171 0.040 0.022 -0.198
O 16.84518 -1.83248 -0.99884 -0.721 1.406 0.402
O 17.04259 -8.07688 -2.65086 -0.960 -1.155 0.181
H 11.91885 -6.60018 -3.47887 0.134 0.222 -0.145
```
Forces are in eV/Å.

HOMO-LUMO gap in eV: 4.79
ΔE to the lowest compared entry with this formula, charge and spin in kJ/mol: 0.0
HOMO energy in eV: -2.52
Charge: -1

What is the ΔE to the lowest compared entry with this formula, charge and spin in the first record?
447.5 kJ/mol